Below is a molecular structure, C25H21CaCl2N8O2, with properties calculated with the ωB97M-V functional and the def2-TZVPD basis.

Last column: natural (NBO) charge in e.
Geometry (Å):
Ca: -0.095 -0.676 -0.241  1.7852
N: -4.717 -0.840 0.629  -0.3245
C: -3.764 -0.494 -0.237  0.2152
N: -2.582 -0.735 0.297  -0.5890
C: -2.894 -1.230 1.534  0.2757
N: -4.180 -1.310 1.770  -0.2316
C: -1.853 -1.634 2.496  0.1045
C: -2.144 -2.103 3.769  0.0427
N: -1.181 -2.449 4.614  -0.3356
C: 0.072 -2.323 4.194  0.0131
C: 0.375 -1.856 2.922  0.0146
N: -0.593 -1.517 2.074  -0.4897
H: -5.718 -0.787 0.528  0.4371
H: -3.955 -0.088 -1.217  0.2331
H: -3.170 -2.199 4.102  0.2269
H: 0.856 -2.597 4.889  0.2210
H: 1.395 -1.746 2.573  0.2356
Cl: 0.286 4.813 -3.228  0.0273
C: -0.643 4.252 -1.877  -0.0500
C: -1.976 4.609 -1.788  -0.2054
C: -2.738 4.184 -0.710  -0.2212
C: -2.164 3.368 0.250  -0.2559
C: -0.837 2.995 0.125  0.0117
Cl: -0.198 1.863 1.297  -0.0256
C: -0.013 3.452 -0.911  0.0908
N: 1.310 3.082 -1.035  -0.6141
C: 2.283 3.173 -0.008  0.1504
C: 2.188 4.140 0.982  -0.2356
C: 3.144 4.208 1.984  -0.1943
C: 4.210 3.321 1.983  -0.2177
C: 4.306 2.364 0.982  -0.1740
C: 3.348 2.267 -0.018  -0.0331
C: 3.426 1.177 -1.063  -0.5305
C: 2.254 0.230 -0.916  0.7911
O: 2.159 -0.449 0.149  -0.8247
O: 1.356 0.183 -1.813  -0.8295
H: -2.405 5.238 -2.556  0.2408
H: -3.772 4.486 -0.621  0.2301
H: -2.739 3.010 1.093  0.2301
H: 1.666 3.122 -1.978  0.4161
H: 1.363 4.843 0.962  0.2182
H: 3.063 4.963 2.755  0.2217
H: 4.966 3.374 2.755  0.2220
H: 5.133 1.666 0.984  0.2154
H: 4.345 0.610 -0.914  0.2450
H: 3.429 1.576 -2.078  0.2276
N: -0.125 -6.556 -3.227  -0.7611
C: -0.176 -5.360 -2.599  0.2423
C: 0.593 -4.271 -3.034  -0.3057
C: 0.502 -3.074 -2.369  0.0592
N: -0.295 -2.868 -1.305  -0.6263
C: -1.029 -3.913 -0.895  0.0604
C: -1.010 -5.150 -1.489  -0.3100
H: 0.517 -6.713 -3.982  0.4049
H: -0.631 -7.347 -2.872  0.4034
H: 1.255 -4.370 -3.884  0.2288
H: 1.094 -2.223 -2.688  0.2250
H: -1.670 -3.741 -0.036  0.1922
H: -1.627 -5.950 -1.103  0.2261

Relative energy (zero: lowest compared OMol25 entry of this formula, charge and spin) ... 0.0 kcal/mol
E_HOMO ... -10.16 eV
Gap between HOMO and LUMO ... 0.2621 hartree
Charge ... +1